The following is a quantum chemistry calculation of a 6-piece molecular cluster, C56H58BrN5O22S overall, from the Open Molecules 2025 dataset.

```
! RIJCOSX wB97M-V def2-TZVPD def2/J DEFGRID3
* xyz 0 1
C 8.173 -1.439 0.653
O 7.469 -0.226 0.795
C 6.071 -0.388 0.967
C 5.289 0.039 -0.281
C 4.196 1.093 -0.044
C 2.768 0.504 -0.065
C 1.779 1.040 0.939
N 0.673 1.551 0.435
C -0.270 2.026 1.309
C -1.479 2.553 0.787
C -1.720 2.571 -0.697
C -1.481 1.234 -1.427
C -2.740 0.720 -2.100
C -0.432 1.438 -2.539
C -2.429 3.070 1.635
C -3.748 3.633 1.171
C -4.892 2.620 1.400
C -6.099 2.801 0.496
C -7.230 1.894 1.007
C -8.299 1.556 -0.037
C -9.514 1.012 0.711
C -10.619 0.528 -0.244
S -11.669 -0.722 0.532
C -10.933 -2.180 -0.067
N -10.821 -2.604 -1.308
N -10.173 -3.821 -1.237
C -9.943 -4.047 0.034
O -10.404 -3.060 0.828
C -2.161 3.066 3.038
Br -3.349 3.816 4.325
C -0.999 2.532 3.530
C -0.027 1.989 2.675
N 1.105 1.450 3.232
C 1.975 0.970 2.357
N 3.135 0.341 2.898
H 7.907 -2.178 1.406
H 7.973 -1.855 -0.331
H 9.223 -1.244 0.772
H 5.790 0.163 1.854
H 5.873 -1.437 1.171
H 4.879 -0.841 -0.761
H 6.027 0.450 -0.955
H 4.402 1.686 0.830
H 4.253 1.758 -0.895
H 2.789 -0.579 0.017
H 2.331 0.710 -1.028
H -2.733 2.862 -0.912
H -1.102 3.361 -1.103
H -1.064 0.487 -0.772
H -3.601 0.729 -1.442
H -2.937 1.287 -3.000
H -2.549 -0.287 -2.436
H 0.573 1.237 -2.195
H -0.449 2.453 -2.914
H -0.638 0.799 -3.391
H -3.731 4.014 0.163
H -3.938 4.483 1.806
H -4.506 1.608 1.355
H -5.245 2.752 2.412
H -6.479 3.815 0.527
H -5.871 2.509 -0.524
H -7.701 2.345 1.872
H -6.770 0.983 1.373
H -8.544 2.469 -0.567
H -7.919 0.787 -0.699
H -9.203 0.210 1.367
H -9.898 1.822 1.318
H -11.201 1.394 -0.522
H -10.168 0.157 -1.152
H -9.451 -4.911 0.420
H -0.818 2.544 4.587
H 3.417 -0.448 2.341
H 3.886 1.002 3.001
C -6.995 -3.555 -5.232
C -7.701 -3.215 -4.140
C -7.254 -2.097 -3.229
O -7.942 -1.818 -2.266
C -6.017 -1.405 -3.555
C -5.320 -1.750 -4.649
C -5.779 -2.852 -5.563
O -5.099 -3.101 -6.546
O -4.192 -1.160 -5.006
O -8.821 -3.834 -3.831
H -7.308 -4.351 -5.893
H -5.696 -0.614 -2.893
H -3.904 -1.601 -5.832
H -9.201 -3.459 -3.007
C 10.208 -1.096 3.919
C 11.045 -1.908 3.261
C 12.480 -2.074 3.675
O 13.176 -2.845 3.042
C 12.962 -1.305 4.810
C 12.126 -0.489 5.467
C 10.685 -0.342 5.068
O 9.985 0.404 5.723
O 12.502 0.240 6.508
O 10.669 -2.618 2.203
H 9.174 -0.969 3.629
H 13.999 -1.420 5.090
H 11.710 0.733 6.794
H 11.459 -3.116 1.922
C 9.882 -6.341 4.188
C 10.865 -6.189 3.292
C 10.966 -7.056 2.069
O 11.875 -6.840 1.292
C 9.975 -8.103 1.884
C 8.994 -8.259 2.782
C 8.878 -7.374 3.991
O 7.949 -7.565 4.751
O 8.059 -9.193 2.674
O 11.814 -5.267 3.410
H 9.799 -5.720 5.069
H 10.066 -8.731 1.009
H 7.476 -9.084 3.449
H 12.400 -5.373 2.636
C -2.647 8.032 3.902
C -3.022 8.969 4.782
C -4.346 9.671 4.676
O -4.624 10.498 5.523
C -5.222 9.327 3.567
C -4.844 8.392 2.686
C -3.531 7.674 2.806
O -3.259 6.824 1.980
O -5.593 8.031 1.650
O -2.263 9.344 5.804
H -1.699 7.518 3.971
H -6.165 9.848 3.491
H -5.087 7.342 1.180
H -2.770 10.028 6.281
C -0.292 -1.385 -7.789
C 0.422 -1.451 -8.921
C 0.119 -2.459 -9.994
O 0.803 -2.441 -10.998
C -0.969 -3.395 -9.772
C -1.685 -3.332 -8.639
C -1.390 -2.310 -7.576
O -2.087 -2.312 -6.580
O -2.695 -4.149 -8.383
O 1.439 -0.641 -9.179
H -0.083 -0.665 -7.010
H -1.172 -4.122 -10.545
H -3.068 -3.884 -7.519
H 1.772 -0.901 -10.059
*
```

The molecular weight comes out at 1265.1 g/mol. The value obtained for the HOMO energy is -0.318 hartree. The total energy is -192382.7179 eV. The SMILES is COCCCCc1nc2c(CC(C)C)c(CCCCCCCSc3nnco3)c(Br)cc2nc1N.O=C1C=C(O)C(=O)C=C1O.O=C1C=C(O)C(=O)C=C1O.O=C1C=C(O)C(=O)C=C1O.O=C1C=C(O)C(=O)C=C1O.O=C1C=C(O)C(=O)C=C1O.

=====

The following is a quantum chemistry calculation of a 9-piece molecular cluster, C56H58ClF8NO2Si overall, from the Open Molecules 2025 dataset.

```
! RIJCOSX wB97M-V def2-TZVPD def2/J DEFGRID3
* xyz 0 1
N 4.884 -0.932 -2.687
C 3.469 -1.243 -2.498
C 2.477 -0.274 -3.148
C 1.016 -0.681 -2.885
Si -0.161 0.631 -3.495
Cl -0.111 0.518 -5.565
C -1.952 0.543 -2.980
C -2.625 -0.838 -2.897
C -2.139 -1.747 -1.747
C -1.430 -3.057 -2.121
O -1.894 -3.608 -3.381
C -1.049 -3.452 -4.425
O 0.032 -3.936 -4.479
H 5.143 -0.941 -3.667
H 5.101 -0.008 -2.327
H 3.273 -1.267 -1.416
H 3.290 -2.260 -2.871
H 2.669 0.736 -2.759
H 2.660 -0.243 -4.231
H 0.829 -1.625 -3.413
H 0.867 -0.861 -1.810
H 0.396 1.945 -3.114
H -2.083 1.107 -2.047
H -2.478 1.126 -3.752
H -3.703 -0.683 -2.769
H -2.532 -1.347 -3.863
H -3.000 -1.998 -1.116
H -1.447 -1.189 -1.102
H -1.637 -3.822 -1.366
H -0.343 -2.948 -2.172
H -1.476 -2.847 -5.242
F 4.280 -10.062 -4.237
C 3.541 -8.932 -4.207
C 2.787 -8.602 -5.315
C 2.031 -7.439 -5.273
C 2.035 -6.630 -4.145
C 2.805 -6.993 -3.047
C 3.568 -8.152 -3.068
H 2.801 -9.246 -6.184
H 1.433 -7.163 -6.132
H 1.442 -5.727 -4.122
H 2.815 -6.367 -2.164
H 4.175 -8.454 -2.225
F -1.292 3.407 -1.229
C -1.165 3.543 0.112
C -2.259 3.988 0.825
C -2.133 4.129 2.200
C -0.936 3.821 2.830
C 0.145 3.367 2.087
C 0.040 3.227 0.708
H -3.180 4.223 0.308
H -2.978 4.480 2.778
H -0.845 3.936 3.903
H 1.078 3.127 2.579
H 0.867 2.878 0.105
F 3.186 2.638 3.191
C 4.024 3.667 2.923
C 5.346 3.393 2.636
C 6.193 4.465 2.387
C 5.714 5.768 2.421
C 4.374 6.005 2.694
C 3.514 4.948 2.953
H 5.695 2.369 2.626
H 7.237 4.275 2.169
H 6.383 6.597 2.229
H 3.991 7.016 2.726
H 2.467 5.110 3.174
F 2.372 8.320 3.951
C 1.478 7.587 4.653
C 1.955 6.636 5.533
C 1.031 5.866 6.227
C -0.332 6.056 6.036
C -0.775 7.019 5.141
C 0.132 7.799 4.437
H 3.021 6.501 5.655
H 1.384 5.113 6.920
H -1.048 5.454 6.581
H -1.836 7.167 4.986
H -0.188 8.553 3.731
F -7.703 -5.255 -1.043
C -6.681 -5.708 -1.800
C -5.443 -5.113 -1.664
C -4.398 -5.584 -2.448
C -4.605 -6.623 -3.344
C -5.863 -7.200 -3.460
C -6.917 -6.745 -2.681
H -5.312 -4.300 -0.963
H -3.418 -5.136 -2.369
H -3.784 -6.982 -3.951
H -6.031 -7.999 -4.169
H -7.907 -7.175 -2.751
F -6.277 -6.982 -6.811
C -5.877 -5.787 -7.299
C -4.896 -5.088 -6.626
C -4.490 -3.868 -7.149
C -5.060 -3.368 -8.312
C -6.048 -4.096 -8.961
C -6.466 -5.319 -8.456
H -4.468 -5.484 -5.717
H -3.722 -3.301 -6.638
H -4.737 -2.415 -8.710
H -6.498 -3.713 -9.868
H -7.231 -5.908 -8.945
F 2.838 -0.247 0.911
C 3.931 -0.705 1.564
C 3.800 -1.102 2.878
C 4.929 -1.569 3.536
C 6.151 -1.636 2.880
C 6.248 -1.231 1.555
C 5.130 -0.756 0.884
H 2.838 -1.036 3.368
H 4.850 -1.885 4.568
H 7.025 -2.005 3.399
H 7.196 -1.285 1.036
H 5.173 -0.447 -0.151
F -2.638 5.498 9.020
C -2.096 6.487 9.768
C -2.902 7.163 10.660
C -2.332 8.177 11.418
C -0.989 8.497 11.273
C -0.207 7.798 10.364
C -0.758 6.779 9.601
H -3.946 6.896 10.753
H -2.946 8.719 12.126
H -0.555 9.290 11.866
H 0.839 8.047 10.242
H -0.168 6.219 8.888
*
```

The molecular weight comes out at 992.6 g/mol. The value obtained for the HOMO energy is -0.332 hartree. The total energy is -106739.1129 eV. The SMILES is NCCC[Si@@H](Cl)CCCCOC=O.Fc1ccccc1.Fc1ccccc1.Fc1ccccc1.Fc1ccccc1.Fc1ccccc1.Fc1ccccc1.Fc1ccccc1.Fc1ccccc1.

=====

The following is a quantum chemistry calculation of C56H59BrCsN4OP2S2Sb as an isolated structure, from the Open Molecules 2025 dataset.

```
! RIJCOSX wB97M-V def2-TZVPD def2/J DEFGRID3
* xyz -2 1
Cs -1.076 -0.691 0.626
Br -1.267 -6.317 5.687
C -0.742 -5.007 4.394
C -1.297 -5.043 3.105
C -0.900 -4.117 2.171
C 0.051 -3.093 2.467
O 0.440 -2.287 1.562
C 0.516 -3.030 3.826
C 1.366 -1.942 4.299
N 1.360 -0.771 3.802
C 2.090 0.258 4.391
C 2.192 0.447 5.745
C 2.862 1.569 6.288
C 3.423 2.511 5.479
C 3.335 2.362 4.070
C 3.866 3.314 3.166
C 3.743 3.116 1.827
C 3.097 1.939 1.373
N 2.595 1.041 2.172
C 2.685 1.238 3.517
C 0.148 -4.025 4.745
H -2.026 -5.801 2.845
H -1.311 -4.141 1.164
H 2.017 -2.184 5.154
H 1.706 -0.260 6.407
H 2.915 1.684 7.364
H 3.922 3.381 5.893
H 4.357 4.198 3.558
H 4.125 3.835 1.114
H 2.992 1.748 0.308
H 0.539 -3.984 5.756
C -4.255 1.958 2.032
P -2.551 2.062 1.345
C -2.954 3.069 -0.181
N -4.084 3.711 -0.195
C -4.510 4.220 -1.388
C -5.793 4.799 -1.483
C -6.255 5.264 -2.685
C -5.445 5.184 -3.838
C -4.187 4.648 -3.758
C -3.700 4.157 -2.529
N -2.428 3.655 -2.453
C -2.075 3.079 -1.344
P -0.322 2.449 -1.197
C 0.471 4.123 -1.272
C 0.139 1.780 -2.897
C 1.594 1.309 -2.750
C -0.767 0.568 -3.156
C 0.075 2.752 -4.076
C -1.793 3.359 2.537
C -0.271 3.229 2.457
C -2.217 2.990 3.961
C -2.208 4.799 2.234
H -4.694 2.938 2.220
H -4.232 1.363 2.944
H -4.857 1.436 1.286
H -6.403 4.833 -0.589
H -7.253 5.681 -2.755
H -5.822 5.538 -4.789
H -3.545 4.575 -4.626
H 0.023 4.726 -2.062
H 1.543 4.012 -1.455
H 0.343 4.636 -0.316
H 1.737 0.707 -1.852
H 2.292 2.154 -2.711
H 1.872 0.688 -3.608
H -0.602 -0.210 -2.406
H -0.540 0.138 -4.138
H -1.827 0.827 -3.121
H 0.793 3.572 -3.963
H -0.920 3.175 -4.199
H 0.345 2.201 -4.985
H 0.055 2.252 2.824
H 0.213 4.007 3.066
H 0.097 3.320 1.434
H -2.033 1.930 4.171
H -3.275 3.194 4.141
H -1.628 3.578 4.678
H -1.775 5.146 1.291
H -1.861 5.471 3.032
H -3.293 4.896 2.144
C -4.583 -0.066 -3.584
C -3.934 -0.710 -2.356
S -3.756 0.322 -0.936
C -3.604 -2.022 -2.358
C -3.913 -2.858 -3.592
S -2.832 -2.889 -1.036
H -4.628 1.016 -3.450
H -5.615 -0.416 -3.739
H -4.029 -0.271 -4.509
H -4.689 -2.422 -4.230
H -4.231 -3.854 -3.279
H -3.011 -2.992 -4.208
C 5.644 -2.215 -3.948
C 4.575 -3.077 -4.160
C 3.467 -3.051 -3.313
C 3.402 -2.165 -2.237
C 4.487 -1.300 -2.048
C 5.597 -1.321 -2.885
Sb 1.831 -2.059 -0.684
C 0.787 -3.738 -1.480
C 0.633 -4.942 -0.797
C -0.074 -5.991 -1.373
C -0.631 -5.847 -2.637
C -0.500 -4.644 -3.316
C 0.194 -3.593 -2.735
C 3.195 -3.101 0.615
C 3.616 -2.460 1.781
C 4.525 -3.069 2.643
C 5.020 -4.334 2.350
C 4.616 -4.979 1.186
C 3.716 -4.362 0.322
H 6.508 -2.242 -4.603
H 4.602 -3.778 -4.987
H 2.650 -3.740 -3.495
H 4.471 -0.595 -1.217
H 6.426 -0.644 -2.706
H 1.047 -5.060 0.199
H -0.203 -6.918 -0.824
H -1.194 -6.660 -3.078
H -0.966 -4.512 -4.284
H 0.257 -2.645 -3.263
H 3.207 -1.487 2.022
H 4.836 -2.558 3.549
H 5.717 -4.818 3.026
H 5.001 -5.964 0.951
H 3.425 -4.867 -0.593
*
```

The molecular weight comes out at 1264.8 g/mol. The value obtained for the HOMO energy is -0.005 hartree. The total energy is -184414.7820 eV. The calculation puts the energy above the lowest of the compared OMol25 structures with the same formula, charge and spin at 124.9 kJ/mol.